# 1
{"formula": "C22H63N11O11", "method": "ωB97M-V/def2-TZVPD", "smiles": "COCCNCCOC.COCCNCCOC.COCCNCCOC.NC(N)=O.NC(N)=O.NC(N)=O.NC(N)=O.O", "relative_energy_kj_mol": 437.26, "e_lumo_ev": 0.097, "elements": ["C", "O", "C", "C", "N", "C", "C", "O", "C", "H", "H", "H", "H", "H", "H", "H", "H", "H", "H", "H", "H", "H", "H", "H", "C", "O", "C", "C", "N", "C", "C", "O", "C", "H", "H", "H", "H", "H", "H", "H", "H", "H", "H", "H", "H", "H", "H", "H", "C", "O", "C", "C", "N", "C", "C", "O", "C", "H", "H", "H", "H", "H", "H", "H", "H", "H", "H", "H", "H", "H", "H", "H", "C", "O", "N", "N", "H", "H", "H", "H", "C", "O", "N", "N", "H", "H", "H", "H", "C", "O", "N", "N", "H", "H", "H", "H", "C", "O", "N", "N", "H", "H", "H", "H", "O", "H", "H"], "coordinates": [[-7.40, 2.60, -2.16], [-6.60, 2.15, -1.04], [-5.72, 0.98, -1.28], [-5.84, -0.25, -0.25], [-7.06, -0.94, -0.58], [-7.39, -2.16, 0.28], [-6.42, -3.32, 0.28], [-6.40, -3.83, -1.07], [-5.19, -3.57, -1.78], [-8.08, 3.39, -1.83], [-8.01, 1.77, -2.51], [-6.84, 2.96, -3.02], [-4.73, 1.41, -1.13], [-5.73, 0.65, -2.32], [-5.82, 0.16, 0.77], [-4.94, -0.84, -0.38], [-7.84, -0.31, -0.47], [-8.34, -2.51, -0.12], [-7.63, -1.82, 1.29], [-6.69, -4.12, 0.97], [-5.52, -2.91, 0.73], [-4.22, -3.98, -1.50], [-5.03, -2.51, -2.00], [-5.43, -4.01, -2.75], [0.09, -7.28, 5.17], [0.88, -6.49, 6.07], [0.24, -5.36, 6.56], [1.28, -4.32, 7.13], [2.30, -3.96, 6.18], [3.24, -3.13, 6.94], [4.15, -3.79, 7.97], [4.81, -5.03, 7.61], [5.43, -5.68, 8.68], [0.56, -8.25, 4.99], [0.00, -6.73, 4.23], [-0.80, -7.61, 5.70], [-0.40, -5.61, 7.40], [-0.30, -4.80, 5.79], [1.70, -4.79, 8.02], [0.70, -3.49, 7.55], [2.63, -4.75, 5.65], [2.73, -2.27, 7.38], [3.83, -2.53, 6.26], [3.57, -4.01, 8.87], [4.87, -3.02, 8.24], [6.17, -5.01, 9.11], [5.82, -6.65, 8.38], [4.65, -5.88, 9.41], [3.22, 5.35, -5.15], [3.14, 6.44, -4.26], [3.44, 6.13, -2.94], [3.29, 7.36, -2.04], [1.98, 8.02, -2.16], [0.92, 7.20, -1.55], [-0.54, 7.84, -1.61], [-0.71, 8.24, -2.98], [-0.68, 7.24, -3.99], [2.69, 4.54, -4.64], [4.25, 5.06, -5.34], [2.70, 5.65, -6.06], [4.44, 5.71, -2.87], [2.77, 5.35, -2.57], [4.09, 8.01, -2.40], [3.56, 6.90, -1.09], [1.81, 8.15, -3.15], [1.13, 7.05, -0.49], [0.82, 6.24, -2.05], [-0.52, 8.74, -0.98], [-1.30, 7.11, -1.34], [0.34, 7.13, -4.35], [-1.23, 7.64, -4.84], [-1.08, 6.37, -3.47], [1.16, -1.26, -1.46], [1.47, -1.97, -2.41], [0.53, -0.10, -1.64], [1.41, -1.40, -0.19], [0.47, 0.60, -0.91], [0.16, -0.03, -2.58], [1.24, -0.61, 0.43], [1.77, -2.30, 0.10], [-0.49, 1.53, -8.28], [-1.34, 1.59, -7.47], [-0.40, 2.38, -9.30], [0.41, 0.58, -8.35], [-0.90, 3.26, -9.24], [0.24, 2.15, -10.04], [0.37, 0.03, -7.50], [1.30, 0.66, -8.82], [6.62, -3.60, -6.44], [7.65, -3.63, -7.02], [5.51, -3.66, -7.03], [6.56, -3.49, -5.14], [4.58, -3.63, -6.64], [5.62, -4.03, -7.97], [7.36, -3.41, -4.53], [5.70, -3.06, -4.84], [-1.80, 2.60, 4.55], [-1.27, 2.67, 3.45], [-2.81, 3.40, 4.78], [-1.47, 2.01, 5.64], [-3.17, 3.98, 4.04], [-3.35, 3.32, 5.63], [-2.09, 2.11, 6.43], [-0.78, 1.29, 5.47], [5.40, -6.54, 3.68], [5.59, -6.12, 4.51], [4.93, -7.34, 3.93]]}



# 2
{"formula": "C15H28N2O2", "method": "ωB97M-V/def2-TZVPD", "relative_energy_kj_mol": 1262.26, "e_lumo_ev": 0.544, "elements": ["O", "C", "N", "H", "C", "C", "C", "N", "C", "C", "O", "C", "C", "H", "H", "H", "H", "H", "H", "H", "H", "H", "H", "H", "H", "H", "H", "C", "C", "C", "C", "H", "C", "H", "H", "C", "H", "H", "C", "H", "H", "H", "H", "H", "H", "H", "H"], "coordinates": [[-2.28, -2.66, -0.93], [-2.44, -1.57, -0.50], [-2.22, -1.46, 0.81], [-2.10, -0.50, 1.21], [-1.30, -2.44, 1.51], [0.18, -2.46, 1.58], [0.85, -1.09, 2.18], [2.20, -1.18, 1.78], [2.68, -1.15, 0.44], [4.11, -0.60, 0.45], [4.79, -1.71, 1.33], [4.45, -1.79, 2.56], [3.09, -1.97, 2.47], [2.52, -2.10, 3.69], [2.92, -3.13, 2.10], [5.10, -2.30, 3.21], [4.59, -0.48, 3.05], [4.56, -0.60, -0.45], [4.06, 0.31, 0.83], [2.01, -0.32, 0.06], [2.60, -2.11, -0.06], [0.28, -0.42, 1.70], [0.43, -1.14, 3.17], [0.46, -3.34, 2.28], [0.26, -2.90, 0.31], [-1.91, -3.43, 1.30], [-1.59, -2.21, 2.69], [-2.91, -0.50, -1.14], [-1.51, 0.51, -1.35], [-1.95, 1.82, -2.21], [-0.79, 2.44, -2.73], [-0.17, 2.04, -3.68], [-1.34, 3.92, -2.96], [-0.41, 4.76, -3.07], [-1.78, 3.95, -3.90], [-2.40, 4.04, -1.72], [-1.65, 4.49, -1.10], [-3.11, 4.95, -1.80], [-2.77, 2.71, -1.38], [-3.85, 2.55, -1.46], [-2.66, 2.73, -0.27], [0.02, 2.58, -1.62], [-2.43, 1.45, -3.06], [-0.91, 0.83, -0.55], [-0.83, -0.26, -2.08], [-3.54, 0.29, -0.61], [-3.29, -0.54, -2.08]]}



# 3
{"formula": "C28H38N6O", "method": "ωB97M-V/def2-TZVPD", "relative_energy_kj_mol": 973.99, "e_lumo_ev": 0.556, "elements": ["C", "C", "C", "O", "C", "H", "H", "H", "H", "H", "H", "H", "H", "N", "C", "C", "C", "C", "H", "H", "H", "H", "H", "N", "C", "C", "C", "C", "H", "H", "H", "H", "H", "N", "C", "C", "C", "C", "H", "H", "H", "H", "H", "N", "C", "C", "C", "C", "H", "H", "H", "H", "H", "N", "C", "C", "C", "C", "H", "H", "H", "H", "H", "N", "C", "C", "C", "C", "H", "H", "H", "H", "H"], "coordinates": [[2.28, 3.85, -0.20], [0.76, 4.16, -0.08], [0.26, 3.85, -1.53], [1.52, 3.85, -2.31], [2.59, 4.34, -1.62], [2.49, 2.78, -0.11], [2.89, 4.43, 0.49], [0.77, 5.18, 0.32], [0.28, 3.68, 0.77], [-0.46, 4.60, -1.85], [-0.23, 2.87, -1.53], [2.61, 5.43, -1.64], [3.51, 3.97, -2.07], [-0.02, -3.57, -1.32], [0.12, -4.45, -0.31], [1.19, -4.01, 0.47], [1.85, -2.91, -0.12], [1.05, -2.73, -1.23], [-0.68, -3.51, -2.08], [-0.70, -5.15, -0.18], [1.44, -4.35, 1.47], [2.67, -2.30, 0.22], [1.15, -1.91, -1.92], [-3.00, -4.01, -2.70], [-2.25, -2.93, -2.97], [-2.05, -2.17, -1.81], [-2.62, -2.94, -0.77], [-3.25, -4.03, -1.36], [-3.35, -4.74, -3.30], [-1.94, -2.77, -3.99], [-1.64, -1.18, -1.73], [-2.51, -2.73, 0.29], [-3.79, -4.86, -0.92], [-0.02, -0.27, -0.40], [-0.73, -1.22, 0.31], [-2.04, -0.73, 0.55], [-2.09, 0.53, 0.03], [-0.83, 0.83, -0.49], [0.92, -0.36, -0.78], [-0.21, -2.10, 0.66], [-2.81, -1.20, 1.16], [-2.90, 1.24, 0.13], [-0.54, 1.69, -1.08], [2.95, -0.11, -1.28], [3.21, -1.07, -0.32], [2.67, -0.63, 0.83], [1.98, 0.54, 0.60], [2.26, 0.86, -0.68], [3.23, -0.31, -2.23], [3.87, -1.87, -0.60], [2.64, -1.15, 1.78], [1.51, 1.11, 1.40], [1.84, 1.68, -1.25], [0.32, -1.68, 3.34], [-0.62, -2.52, 2.83], [0.01, -3.72, 2.68], [1.30, -3.63, 3.25], [1.53, -2.30, 3.59], [0.21, -0.67, 3.38], [-1.61, -2.16, 2.60], [-0.42, -4.59, 2.20], [1.97, -4.48, 3.23], [2.36, -1.68, 3.89], [-1.16, 4.57, 1.30], [-2.13, 5.44, 1.09], [-3.04, 5.03, 0.14], [-2.74, 3.65, -0.10], [-1.52, 3.43, 0.64], [-0.41, 4.67, 1.97], [-1.98, 6.41, 1.54], [-3.82, 5.61, -0.34], [-3.24, 2.90, -0.71], [-0.85, 2.58, 0.73]]}



# 4
{"formula": "C30H82ClN7O11", "method": "ωB97M-V/def2-TZVPD", "relative_energy_kj_mol": 0.00, "e_lumo_ev": -0.186, "elements": ["N", "H", "H", "H", "H", "Cl", "O", "O", "O", "O", "C", "C", "C", "C", "C", "C", "N", "O", "C", "C", "C", "H", "H", "H", "H", "H", "H", "H", "H", "H", "H", "H", "H", "H", "H", "H", "H", "H", "H", "H", "C", "O", "H", "H", "H", "H", "C", "C", "C", "O", "C", "N", "H", "H", "H", "H", "H", "H", "H", "H", "H", "H", "H", "C", "C", "C", "O", "C", "N", "H", "H", "H", "H", "H", "H", "H", "H", "H", "H", "H", "C", "C", "C", "O", "C", "N", "H", "H", "H", "H", "H", "H", "H", "H", "H", "H", "H", "C", "C", "C", "O", "C", "N", "H", "H", "H", "H", "H", "H", "H", "H", "H", "H", "H", "C", "C", "C", "O", "C", "N", "H", "H", "H", "H", "H", "H", "H", "H", "H", "H", "H"], "coordinates": [[0.57, -2.85, 3.80], [-0.42, -3.02, 3.99], [1.10, -3.16, 4.61], [0.82, -1.88, 3.55], [0.90, -3.47, 3.02], [0.93, -0.33, 1.27], [2.03, -1.26, 1.33], [0.75, 0.36, 2.53], [1.19, 0.61, 0.21], [-0.27, -1.03, 0.96], [-2.89, -0.71, -3.82], [-1.79, -1.75, -3.60], [-1.99, -2.81, -4.70], [-0.85, -3.82, -4.70], [0.37, -3.04, -5.12], [0.76, -1.96, -4.09], [-0.44, -1.18, -3.72], [-0.20, -0.04, -2.95], [1.41, -2.60, -2.84], [1.81, -1.06, -4.75], [-1.98, -2.40, -2.22], [-3.84, -1.21, -4.04], [-2.70, -0.12, -4.72], [-3.22, -0.07, -3.00], [-2.94, -3.35, -4.59], [-2.02, -2.31, -5.67], [-0.97, -4.51, -5.54], [-0.63, -4.41, -3.81], [0.12, -2.57, -6.08], [1.23, -3.68, -5.32], [2.33, -3.12, -3.13], [1.73, -1.82, -2.14], [0.69, -3.14, -2.24], [2.54, -1.65, -5.31], [1.42, -0.37, -5.51], [2.40, -0.45, -4.07], [-1.74, -1.66, -1.45], [-1.35, -3.27, -2.12], [-3.03, -2.62, -2.02], [-0.19, -0.35, -2.03], [2.02, 1.95, 5.32], [2.48, 3.26, 5.56], [0.93, 1.99, 5.34], [2.41, 1.52, 4.39], [2.42, 1.33, 6.13], [2.39, 3.74, 4.70], [0.36, 3.82, 2.28], [1.86, 3.82, 2.02], [2.16, 4.50, 0.68], [1.91, 5.89, 0.85], [1.66, 6.61, -0.34], [2.53, 4.54, 3.16], [0.00, 3.31, 3.18], [-0.11, 3.17, 1.54], [-0.03, 4.83, 2.37], [2.28, 2.81, 2.01], [1.66, 4.05, -0.17], [3.24, 4.40, 0.49], [0.75, 6.24, -0.82], [2.50, 6.53, -1.04], [1.52, 7.66, -0.10], [2.25, 5.49, 2.89], [3.54, 4.51, 3.03], [-4.00, -1.12, 4.02], [-3.26, 0.04, 4.72], [-1.75, -0.07, 4.41], [-1.05, -1.20, 4.90], [-1.05, -1.25, 6.31], [-3.73, 1.30, 4.20], [-3.88, -1.05, 2.94], [-5.05, -1.18, 4.29], [-3.47, -2.06, 4.25], [-3.37, 0.03, 5.80], [-1.32, 0.86, 4.80], [-1.48, 0.00, 3.35], [-0.78, -0.27, 6.74], [-0.22, -1.82, 6.73], [-2.04, -1.50, 6.70], [-3.65, 1.35, 3.18], [-4.74, 1.43, 4.25], [-0.75, -5.33, 1.29], [0.78, -5.49, 1.25], [1.45, -4.59, 0.22], [2.84, -4.86, 0.35], [3.65, -4.03, -0.47], [1.33, -5.26, 2.61], [-1.12, -5.66, 0.31], [-1.03, -4.30, 1.52], [-1.23, -6.00, 2.00], [0.99, -6.50, 0.91], [1.33, -3.51, 0.39], [1.10, -4.82, -0.79], [4.64, -4.47, -0.44], [3.66, -3.01, -0.08], [3.25, -3.95, -1.48], [1.12, -6.06, 3.19], [2.34, -5.35, 2.46], [1.23, 4.35, -3.25], [2.13, 3.22, -3.75], [2.83, 2.58, -2.54], [3.63, 1.54, -3.03], [4.29, 0.75, -2.08], [1.23, 2.32, -4.44], [0.64, 4.69, -4.11], [1.74, 5.29, -3.01], [0.61, 3.99, -2.43], [2.91, 3.62, -4.41], [2.02, 2.21, -1.89], [3.43, 3.28, -1.94], [3.68, 0.15, -1.39], [4.97, 1.34, -1.46], [4.87, 0.05, -2.69], [0.55, 1.88, -3.84], [1.76, 1.51, -4.76], [-3.72, -0.21, 0.28], [-3.06, 1.12, 0.61], [-2.42, 1.92, -0.55], [-3.43, 2.24, -1.49], [-3.07, 3.24, -2.40], [-4.04, 1.93, 1.30], [-2.93, -0.97, 0.17], [-4.23, -0.16, -0.69], [-4.39, -0.60, 1.04], [-2.22, 0.95, 1.30], [-1.65, 1.34, -1.08], [-1.95, 2.83, -0.17], [-2.03, 3.01, -2.71], [-2.90, 4.20, -1.88], [-3.77, 3.31, -3.22], [-4.86, 2.06, 0.72], [-3.68, 2.86, 1.50]]}



# 5
{"formula": "C16H15N3O", "method": "ωB97M-V/def2-TZVPD", "smiles": "CCN1C(=O)CC(c2cccnc2)=Nc2ccccc21", "relative_energy_kj_mol": 1.33, "e_lumo_ev": 0.016, "elements": ["C", "H", "H", "H", "C", "N", "C", "O", "C", "C", "N", "C", "C", "C", "C", "C", "C", "H", "H", "H", "H", "C", "C", "C", "C", "N", "C", "H", "H", "H", "H", "H", "H", "H", "H"], "coordinates": [[-1.22, 4.13, 0.03], [-1.34, 5.01, -0.60], [-2.20, 3.74, 0.26], [-0.74, 4.43, 0.96], [-0.41, 3.08, -0.72], [-0.19, 1.87, 0.07], [-1.28, 1.06, 0.20], [-2.32, 1.25, -0.38], [-1.05, -0.15, 1.10], [-0.18, -1.01, 0.24], [1.07, -0.76, 0.10], [1.66, 0.35, 0.64], [2.96, 0.20, 1.12], [3.67, 1.27, 1.62], [3.09, 2.53, 1.62], [1.82, 2.71, 1.12], [1.07, 1.63, 0.63], [1.38, 3.69, 1.13], [3.63, 3.38, 2.00], [4.67, 1.13, 2.00], [3.39, -0.79, 1.10], [-0.75, -2.14, -0.50], [0.06, -3.21, -0.88], [-0.50, -4.27, -1.57], [-1.86, -4.22, -1.85], [-2.63, -3.19, -1.53], [-2.10, -2.18, -0.87], [-2.76, -1.35, -0.67], [-2.36, -5.03, -2.37], [0.09, -5.12, -1.87], [1.11, -3.20, -0.62], [-0.52, 0.14, 2.00], [-2.00, -0.62, 1.34], [-0.96, 2.78, -1.61], [0.57, 3.47, -1.02]]}



no.,largest force on an atom (eV/A),HOMO-LUMO gap (eV)
1,7.59,8.709
2,12.85,8.664
3,5.76,7.792
4,2.11,7.696
5,1.11,8.497